{"formula": "C48H84ClCuN12O4", "method": "the ωB97M-V functional and the def2-TZVPD basis", "symbols": ["Cu", "Cl", "O", "O", "O", "O", "C", "C", "C", "C", "N", "H", "H", "H", "H", "H", "H", "H", "C", "C", "C", "C", "N", "H", "H", "H", "H", "H", "H", "H", "C", "C", "C", "C", "N", "H", "H", "H", "H", "H", "H", "H", "C", "C", "C", "C", "N", "H", "H", "H", "H", "H", "H", "H", "C", "C", "C", "C", "N", "H", "H", "H", "H", "H", "H", "H", "C", "C", "C", "C", "N", "H", "H", "H", "H", "H", "H", "H", "C", "C", "C", "C", "N", "H", "H", "H", "H", "H", "H", "H", "C", "C", "C", "C", "N", "H", "H", "H", "H", "H", "H", "H", "C", "C", "C", "C", "N", "H", "H", "H", "H", "H", "H", "H", "C", "C", "C", "C", "N", "H", "H", "H", "H", "H", "H", "H", "C", "C", "C", "C", "N", "H", "H", "H", "H", "H", "H", "H", "C", "C", "C", "C", "N", "H", "H", "H", "H", "H", "H", "H"], "coordinates": [[-35.293348, 0.593595, -12.424271], [-30.803031, -2.702849, -14.095028], [-29.534121, -2.798794, -13.389752], [-31.473916, -3.967964, -14.155862], [-31.501976, -1.702978, -13.311994], [-30.638099, -2.257519, -15.446049], [-32.418672, 2.635925, -15.934187], [-32.323861, 1.254454, -16.549259], [-31.019852, 0.963941, -17.268315], [-29.821018, 1.269835, -16.420531], [-28.909706, 1.528325, -15.783839], [-32.347717, 3.384946, -16.722882], [-31.593046, 2.742787, -15.230604], [-33.353427, 2.838261, -15.411331], [-33.204709, 1.014732, -17.144866], [-32.361210, 0.551137, -15.717359], [-30.828359, 1.446131, -18.226917], [-31.007372, -0.106468, -17.473642], [-33.546243, 5.677270, -10.151461], [-33.085702, 4.945126, -11.418901], [-33.237580, 5.763676, -12.695168], [-32.489737, 7.073543, -12.616661], [-31.857692, 8.038144, -12.567266], [-33.130940, 6.683193, -10.090314], [-33.334082, 5.178121, -9.205975], [-34.630140, 5.781928, -10.199628], [-33.655603, 4.019993, -11.505221], [-32.092335, 4.499192, -11.369453], [-34.265754, 6.113755, -12.786795], [-33.070199, 5.169283, -13.593386], [-37.839294, -0.756125, -8.109689], [-37.144391, 0.132058, -7.071845], [-36.762642, 1.541941, -7.623535], [-35.995874, 1.466626, -8.869201], [-35.410071, 1.381641, -9.854619], [-37.129270, -1.093986, -8.864560], [-38.744849, -0.370138, -8.577748], [-38.147455, -1.670136, -7.602027], [-36.304210, -0.358782, -6.580658], [-37.909263, 0.255215, -6.305090], [-36.157430, 2.124038, -6.928571], [-37.627745, 2.127245, -7.935175], [-34.682444, -5.260633, -9.566439], [-35.043358, -5.192364, -11.058028], [-34.226537, -4.131801, -11.800938], [-34.572710, -2.730727, -11.495015], [-34.830254, -1.633766, -11.281497], [-33.594446, -5.240971, -9.503391], [-35.063899, -6.179586, -9.121333], [-35.020356, -4.410091, -8.974420], [-36.093545, -4.970203, -11.247397], [-34.797946, -6.136130, -11.545030], [-34.311245, -4.337972, -12.867900], [-33.156847, -4.174374, -11.595919], [-32.668030, 2.180254, -7.762311], [-31.654013, 3.287111, -7.403492], [-30.748471, 2.892899, -6.232920], [-30.015642, 1.641914, -6.493592], [-29.425900, 0.683847, -6.710718], [-33.578046, 2.273757, -7.169667], [-32.258842, 1.170902, -7.719220], [-33.040281, 2.331384, -8.775571], [-32.187584, 4.204162, -7.153673], [-31.134984, 3.475373, -8.343325], [-31.334470, 2.771489, -5.321900], [-29.927263, 3.602203, -6.129869], [-32.390354, -1.639509, -8.512587], [-31.340706, -1.267073, -9.565720], [-30.427797, -2.410894, -9.983591], [-29.848515, -3.297846, -8.939262], [-29.417211, -3.993948, -8.072463], [-31.966871, -2.103125, -7.621617], [-33.070359, -2.364773, -8.959460], [-32.897210, -0.734753, -8.177014], [-30.774534, -0.476077, -9.073913], [-31.835714, -0.848541, -10.442019], [-29.619272, -1.845793, -10.447332], [-30.842373, -3.121006, -10.699108], [-35.193574, -1.323647, -18.142199], [-34.922753, -2.551814, -17.256797], [-34.043590, -2.280487, -15.999076], [-34.533620, -1.125315, -15.325438], [-34.984241, -0.220891, -14.791667], [-34.266859, -0.797424, -18.371066], [-35.803091, -0.609655, -17.588314], [-35.658923, -1.650142, -19.072223], [-34.367276, -3.333144, -17.775521], [-35.934600, -2.922094, -17.092025], [-33.012253, -2.058564, -16.273290], [-33.959993, -3.130966, -15.322470], [-41.133650, 0.183997, -10.036793], [-41.234464, -0.023860, -11.551354], [-40.121819, -0.959030, -12.041934], [-38.756681, -0.430652, -11.922228], [-37.671828, -0.070834, -11.840499], [-40.174996, 0.624946, -9.763557], [-41.334472, -0.713556, -9.451848], [-41.925151, 0.832798, -9.661703], [-40.988105, 0.925042, -12.027820], [-42.177240, -0.326086, -12.007344], [-40.270197, -1.045639, -13.118307], [-40.139176, -1.865361, -11.436650], [-38.589342, -0.323229, -15.573732], [-38.885759, -1.586269, -16.382237], [-39.299300, -2.782142, -15.566931], [-38.468909, -3.036949, -14.388352], [-37.888249, -3.268257, -13.418175], [-39.433919, 0.130365, -15.055044], [-38.244537, 0.479511, -16.225521], [-37.806677, -0.382842, -14.817441], [-37.944013, -1.865295, -16.854849], [-39.629684, -1.442886, -17.165884], [-39.417719, -3.686624, -16.163573], [-40.316647, -2.665204, -15.193514], [-29.604320, 1.924536, -10.296794], [-29.408185, 2.355523, -11.744784], [-30.355082, 1.576230, -12.708978], [-31.758153, 1.458533, -12.315410], [-32.892182, 1.325785, -12.053041], [-29.099330, 0.972942, -10.130784], [-30.686172, 1.838519, -10.195331], [-29.160006, 2.618062, -9.582850], [-28.364634, 2.306718, -12.055806], [-29.676851, 3.406701, -11.849369], [-29.951232, 0.571323, -12.832139], [-30.404765, 2.110462, -13.657784], [-36.500204, 2.222871, -17.126295], [-37.291833, 3.417765, -16.439778], [-36.511450, 4.175127, -15.318800], [-36.043404, 3.388024, -14.130279], [-35.690401, 2.787672, -13.193367], [-36.142392, 1.474184, -16.419524], [-35.711736, 2.577435, -17.790150], [-37.072412, 1.704496, -17.895686], [-38.088746, 3.016779, -15.813489], [-37.736277, 4.047179, -17.210749], [-37.143241, 4.966281, -14.915050], [-35.660891, 4.691562, -15.763721], [-40.596224, 3.994642, -11.150205], [-39.294514, 3.681252, -10.397891], [-38.039010, 3.936696, -11.262256], [-37.828512, 5.374647, -11.662817], [-37.647120, 6.452293, -11.898092], [-41.476842, 3.599709, -10.643616], [-40.581783, 3.594861, -12.164150], [-40.696632, 5.075187, -11.252448], [-39.239250, 2.628373, -10.121301], [-39.246233, 4.276842, -9.486274], [-38.078994, 3.352277, -12.181472], [-37.091319, 3.565877, -10.871788]], "forces_ev_per_angstrom": [[0.3, 0.0, 0.3], [2.0, 0.8, 1.7], [-0.1, -0.8, -1.0], [-0.7, -0.4, 0.6], [-1.7, 0.0, -0.4], [0.1, 0.6, -0.8], [0.0, 0.3, -0.5], [-0.4, -0.1, 1.0], [1.0, -0.4, 0.2], [-1.4, -0.5, -1.0], [0.6, 0.3, 0.5], [0.2, 0.3, 0.1], [-0.1, 0.4, -0.1], [-0.1, -0.4, 0.1], [0.2, 0.1, -0.4], [0.0, -0.2, 0.1], [-0.4, 0.3, 0.0], [0.3, -0.1, 0.0], [-0.1, 0.2, -0.3], [0.0, -0.9, 0.5], [-0.4, 1.4, 0.6], [0.6, -0.9, -0.6], [-0.6, -0.6, 0.1], [0.1, 0.0, 0.0], [0.2, -0.3, -0.2], [-0.1, 0.1, 0.0], [-0.5, 0.1, -0.3], [0.5, 0.6, 0.2], [-0.4, -0.2, 0.1], [0.6, 0.3, 0.0], [0.8, -0.9, 0.2], [-1.2, 0.7, -0.4], [0.3, -0.6, -0.3], [0.4, -0.4, -0.2], [-0.2, 0.1, -0.1], [-0.1, 0.2, -0.3], [0.3, 0.4, 0.1], [-0.1, -0.1, 0.1], [0.1, 0.0, -0.4], [0.2, 0.4, 0.3], [-0.2, 0.0, 0.2], [-0.3, 0.0, 0.5], [0.1, 0.0, -0.5], [0.3, 0.5, 0.4], [0.3, 0.3, 0.0], [-0.2, -0.5, -0.4], [-0.1, 0.5, -0.2], [0.1, -0.3, 0.2], [0.1, 0.1, 0.1], [-0.3, 0.1, -0.2], [-0.1, -0.2, 0.1], [-0.1, -0.1, 0.1], [-0.1, 0.5, -0.1], [0.1, -0.4, 0.1], [-0.4, 0.7, -0.2], [-0.7, -0.8, -0.5], [0.6, -0.3, -0.8], [-0.5, 0.1, 0.0], [0.1, -0.2, -0.1], [0.1, -0.3, 0.5], [0.0, 0.1, 0.2], [0.2, -0.1, -0.2], [0.1, 0.0, 0.1], [0.6, 0.2, 0.4], [0.2, 0.2, 0.1], [-0.3, 0.4, 0.5], [0.0, -0.3, -0.4], [-0.8, -0.2, 1.7], [0.9, -0.1, 0.0], [1.3, -1.8, 3.5], [-1.7, 2.7, -3.6], [0.3, 0.0, -0.1], [-0.4, 0.1, 0.2], [-0.4, -0.2, -0.2], [0.5, 0.0, -0.4], [0.1, -0.1, -0.1], [0.4, -0.8, -0.4], [-0.2, 0.4, -0.4], [1.0, -0.2, 0.4], [0.4, 0.1, -0.3], [-0.3, -0.3, -0.9], [-0.2, 0.0, 0.8], [-0.4, 0.8, 0.8], [0.1, 0.0, -0.2], [-0.3, 0.0, -0.2], [-0.1, 0.2, 0.1], [-0.2, 0.0, -0.4], [0.2, -0.5, 0.9], [0.2, -0.1, -0.3], [-0.2, 0.0, 0.1], [-1.3, 0.0, 0.0], [1.4, 0.8, 0.1], [0.0, 0.4, 0.1], [-0.3, 0.0, 0.3], [0.4, 0.4, -0.2], [0.0, -0.2, -0.1], [0.5, -0.4, -0.2], [0.1, 0.4, -0.2], [-0.3, 0.3, 0.0], [-0.1, -0.2, 0.6], [0.0, -0.9, 0.0], [-0.1, -0.5, -0.7], [-0.2, 0.9, -0.1], [1.0, 0.2, 0.2], [-0.9, -0.4, 0.6], [0.3, -0.4, 0.5], [-0.2, 0.2, -0.6], [-0.5, -0.3, 0.0], [0.0, -0.1, -0.3], [0.1, -0.6, -0.1], [0.0, 0.1, -0.4], [0.1, 0.2, 0.0], [0.5, -0.1, -0.1], [-0.2, 0.3, 0.3], [0.4, -0.1, -0.6], [-0.8, 0.6, 0.0], [0.8, 0.3, 0.2], [-2.4, -0.5, 0.9], [2.2, 0.3, -0.8], [-0.3, -0.2, 0.1], [0.1, -0.1, 0.8], [-0.2, 0.1, 0.0], [-0.2, -0.4, -0.3], [0.0, 0.2, 0.1], [-0.3, -0.2, -0.4], [0.4, -0.4, -0.2], [-0.5, 1.0, -0.2], [0.7, -2.0, 0.9], [0.5, 0.3, -0.5], [0.3, -0.9, 0.5], [-0.7, 0.8, -1.9], [0.2, 0.2, 0.1], [0.6, 0.4, 0.6], [-0.8, -0.1, 0.4], [-0.6, -0.4, -0.7], [0.3, 0.4, 0.4], [-0.1, 0.0, 0.1], [0.3, -0.1, 0.2], [0.4, 0.1, 0.1], [0.4, 0.1, -0.5], [0.1, 0.8, -0.7], [-0.9, -5.3, 1.5], [0.7, 4.1, -1.1], [0.1, 0.1, 0.1], [0.0, -0.2, 0.0], [-0.1, 0.0, 0.0], [-0.1, -0.1, 0.1], [0.0, -0.1, 0.1], [-0.4, 0.1, -0.2], [-0.1, 0.2, 0.6]], "lowdin_charge": [0.126, 0.615, -0.365, -0.364, -0.405, -0.372, -0.092, -0.266, -0.161, -0.209, 0.161, 0.081, 0.050, 0.052, 0.090, 0.092, 0.116, 0.109, -0.080, -0.264, -0.176, -0.213, 0.133, 0.069, 0.054, 0.067, 0.070, 0.094, 0.100, 0.104, -0.101, -0.218, -0.153, -0.217, 0.197, 0.064, 0.045, 0.075, 0.113, 0.102, 0.110, 0.108, -0.096, -0.242, -0.175, -0.175, 0.188, 0.073, 0.069, 0.066, 0.099, 0.110, 0.112, 0.112, -0.099, -0.244, -0.172, -0.239, 0.164, 0.061, 0.047, 0.049, 0.100, 0.087, 0.122, 0.118, -0.098, -0.250, -0.179, -0.197, 0.113, 0.073, 0.048, 0.044, 0.072, 0.088, 0.112, 0.104, -0.098, -0.213, -0.138, -0.210, 0.211, 0.067, 0.042, 0.080, 0.112, 0.088, 0.110, 0.121, -0.099, -0.230, -0.177, -0.201, 0.207, 0.039, 0.079, 0.073, 0.093, 0.115, 0.095, 0.129, -0.095, -0.229, -0.196, -0.218, 0.179, 0.069, 0.043, 0.050, 0.087, 0.118, 0.124, 0.116, -0.107, -0.221, -0.157, -0.187, 0.192, 0.078, 0.048, 0.073, 0.114, 0.096, 0.124, 0.075, -0.106, -0.196, -0.156, -0.145, 0.191, 0.029, 0.070, 0.063, 0.089, 0.109, 0.110, 0.114, -0.099, -0.240, -0.186, -0.236, 0.147, 0.069, 0.068, 0.074, 0.075, 0.111, 0.082, 0.083], "e_homo_ev": -8.67, "lumo_energy_ha": -0.008, "fmax_ev_per_a": 5.56, "charge": 0}